Molecular formula: C4H10BMnNO4S
Method: DFT, wB97M-V/def2-TZVPD

Structure (XYZ):
```
22
Properties=species:S:1:pos:R:3:forces:R:3
Mn -0.228897 2.810896 2.045303 -0.415 0.716 0.112
S -2.415494 1.037693 -0.307125 -0.534 -0.082 -0.575
O -2.248011 1.680647 -1.548649 -0.037 0.098 0.077
O -3.439888 1.278342 0.633482 0.100 0.049 -0.025
O 2.547970 -1.061167 -1.496883 0.126 -0.079 0.194
O -0.958168 1.790629 0.612389 0.388 -0.426 0.201
N 2.842332 -0.534186 0.805577 0.391 0.576 -0.359
C 0.035660 0.754522 0.885899 0.657 -0.353 0.647
C -0.500094 -1.157175 -0.433447 0.061 0.233 -0.093
C -1.987886 -0.703902 -0.421440 -0.050 -0.147 0.181
C 0.516682 0.002268 -0.327614 -0.517 0.180 -0.315
B 2.048325 -0.526596 -0.362472 -0.183 -0.143 0.273
H -0.360783 -1.799460 0.436567 0.001 -0.103 -0.058
H -2.503155 -0.920497 -1.362564 0.046 -0.076 -0.021
H -0.317493 -1.774432 -1.309804 -0.051 0.091 -0.080
H 2.798964 0.182220 1.512170 -0.192 -0.227 0.173
H -0.386618 0.063662 1.625033 0.102 0.033 0.072
H -2.551627 -1.165943 0.388433 -0.043 0.043 -0.012
H 0.892584 1.280448 1.425549 0.228 -0.158 -0.268
H 2.013250 -1.139311 -2.285889 -0.113 0.006 -0.167
H 0.384762 0.679200 -1.182210 0.113 0.002 -0.009
H 3.817583 -0.777859 0.667694 -0.076 -0.233 0.053
```
Positions in Å, forces in eV/Å.

Properties
Charge: +2
Frontier orbital gap (spin up / spin down), eV: 5.57 / 5.43
HOMO energy (spin up / spin down), eV: -16.942 / -16.941
2S+1: 6

***

Molecular formula: C39H46O21
Method: DFT, wB97M-V/def2-TZVPD

Structure (XYZ):
```
106
Properties=species:S:1:pos:R:3:forces:R:3
O 0.207226 2.182651 2.503528 0.091 -3.753 -4.438
O -1.151774 1.208651 4.532528 0.593 2.112 1.345
O -8.743774 -2.826349 0.265528 -0.354 -0.457 0.080
O -3.003774 6.390651 2.159528 -0.433 -4.569 -0.683
O 0.517226 -0.762349 -2.135472 -1.018 0.356 -0.561
O 2.605226 -1.344349 -3.910472 -0.931 -1.045 3.652
O 1.062226 -6.638349 -3.585472 0.341 1.027 0.631
O -4.735774 0.369651 2.119528 0.829 0.441 0.497
O -3.043774 1.849651 0.151528 1.074 2.541 0.971
O -0.580774 2.355651 -1.101472 -0.257 2.491 2.949
O 4.154226 1.148651 6.473528 -0.454 -2.234 -3.827
O 0.524226 -1.075349 3.294528 0.524 0.798 7.899
O -0.436774 6.738651 1.070528 -2.960 -3.304 -0.676
O -6.871774 -0.071349 3.796528 0.710 -0.130 -1.823
O 0.384226 5.070651 7.144528 -0.562 -2.698 -3.467
O 1.495226 6.131651 4.935528 0.878 -0.699 -1.799
O 2.450226 -2.118349 -1.004472 -0.826 -0.388 -2.158
O -1.963774 -0.609349 2.130528 4.322 -0.577 1.590
O -3.100774 2.283651 -3.244472 0.213 1.808 0.348
O -6.689774 -2.450349 -1.329472 -1.480 -0.453 1.078
O 7.005226 -0.676349 -3.131472 0.064 -3.189 -0.731
C -2.479774 2.933651 0.475528 -0.963 -2.744 -1.141
C 1.302226 -5.612349 -2.971472 -1.216 -0.131 -0.099
C 0.783226 4.176651 3.488528 -0.645 -0.882 11.264
C 0.380226 -1.273349 2.186528 0.822 -0.065 -8.678
C -0.481774 2.400651 4.616528 -1.743 -0.867 8.318
C -0.828774 -0.708349 1.434528 -0.012 -1.783 -6.166
C -5.633774 -0.839349 0.305528 -5.932 -3.972 0.694
C -7.982774 -1.521349 2.028528 4.324 4.707 4.170
C 2.638226 -0.937349 -4.999472 2.548 -0.439 -5.730
C 0.182226 -4.912349 -2.139472 1.453 -0.608 2.021
C 7.699226 -2.873349 -3.953472 1.266 -2.147 0.527
C -0.477774 4.569651 0.077528 -1.345 -5.068 -1.214
C -3.488774 1.162651 -3.307472 1.128 -2.106 -0.851
C -4.936774 0.811651 -3.152472 -0.256 -2.852 -0.547
C 1.454226 -1.605349 -0.287472 2.682 -2.972 7.818
C -6.728774 -1.810349 -0.107472 4.783 2.280 -0.887
C 4.088226 0.378651 5.455528 0.362 1.663 3.333
C 6.831226 -1.910349 -3.177472 -1.553 2.396 2.068
C -3.045774 3.916651 1.359528 1.361 5.851 0.987
C -2.353774 5.330651 1.514528 -4.971 -2.455 0.416
C 0.365226 -0.940349 -0.938472 0.218 0.249 -0.095
C -0.381774 3.143651 5.923528 -1.362 -4.339 -3.912
C -1.093774 5.646651 0.843528 4.554 1.755 0.381
C -7.885774 -2.122349 0.773528 -0.354 -0.322 -1.201
C -0.720774 -0.652349 -0.096472 -5.228 2.635 5.452
C 0.941226 4.900651 4.835528 -0.346 -1.209 -5.783
C 4.120226 -0.742349 -5.625472 -2.378 1.218 -1.831
C 1.495226 -1.810349 1.290528 -0.848 0.344 -5.370
C 0.239226 2.784651 3.502528 1.620 6.678 -0.391
C 4.550226 -1.024349 5.648528 3.609 2.413 -1.566
C -6.856774 -0.593349 2.562528 -4.095 -3.623 -1.654
C 1.453226 -0.877349 -5.997472 2.253 1.121 -2.573
C 3.588226 0.923651 4.138528 -2.074 1.101 -1.836
C -1.165774 3.227651 -0.146472 4.195 4.388 -1.697
C -5.633774 -0.290349 1.678528 -1.444 -1.057 -0.704
C 2.664226 -4.959349 -2.915472 -1.557 -1.248 1.051
C 0.285226 4.372651 6.071528 1.391 3.377 2.852
C 5.639226 -2.489349 -2.264472 8.524 -4.137 1.632
C -2.477774 0.045651 -3.716472 -12.804 -4.093 0.068
H 4.208226 -0.986349 -6.735472 -0.272 -0.046 1.538
H -0.738774 -5.474349 -2.213472 -0.277 0.323 -0.342
H 3.394226 -5.612349 -3.321472 0.799 -0.379 -0.288
H -2.517774 -0.825349 -2.901472 -0.661 0.999 -2.525
H 7.354226 -3.636349 -4.693472 -1.084 0.782 0.773
H 3.073226 1.820651 4.594528 1.027 0.011 -1.435
H 2.758226 -4.766349 -1.862472 0.793 -0.003 0.648
H -4.087774 3.738651 1.727528 1.310 0.357 -0.137
H -0.829774 0.667651 3.803528 0.203 -0.011 -0.520
H 2.641226 -4.012349 -3.353472 0.018 1.518 -1.126
H 1.328226 -1.581349 -6.893472 0.911 0.304 1.715
H 2.692226 0.490651 3.485528 1.803 -0.268 1.969
H -5.403774 0.607651 -4.150472 0.454 0.483 0.632
H 4.467226 0.277651 -5.552472 -0.381 0.767 -0.066
H -8.833774 -1.603349 2.699528 0.009 -0.390 -0.393
H 0.316226 2.786651 -1.216472 -1.270 -0.941 -0.252
H 2.290226 -2.421349 1.784528 -0.643 0.865 -0.715
H 8.462226 -2.399349 -4.547472 0.400 0.742 0.294
H -7.461774 -3.160349 -1.525472 2.005 2.637 1.600
H -5.141774 -0.166349 -2.606472 0.596 1.143 -0.514
H 4.354226 1.072651 3.265528 -0.949 0.189 2.177
H 4.823226 -1.203349 -5.015472 1.004 -1.551 0.931
H 0.431226 -4.872349 -1.011472 0.061 -0.781 -1.459
H 0.133226 -3.837349 -2.233472 -0.400 0.348 -1.064
H 2.041226 6.362651 4.093528 -1.586 -0.750 2.007
H -1.630774 0.260651 -3.629472 12.824 4.435 1.599
H 5.299226 -1.023349 6.415528 -0.398 -0.313 1.155
H 8.220226 -3.593349 -3.199472 -0.744 1.452 -0.922
H 4.834226 -2.078349 -2.406472 -8.373 5.203 -2.397
H -2.586774 -0.068349 -4.834472 -0.523 -1.057 1.221
H 5.617226 -2.447349 -1.127472 1.318 -0.017 -1.272
H -4.998774 -0.337349 -0.324472 1.660 0.448 -1.718
H -2.656774 7.263651 2.117528 1.567 0.865 -0.579
H 2.225226 -2.209349 -2.035472 0.304 1.179 2.822
H 1.010226 4.726651 2.733528 1.634 2.737 -5.221
H -7.703774 -0.272349 4.218528 -0.539 -0.223 0.346
H -1.673774 -0.083349 -0.468472 2.015 -1.248 0.117
H 5.450226 -3.497349 -2.560472 0.155 -1.080 0.028
H 5.186226 -1.298349 4.804528 -0.316 -0.098 -0.587
H 0.568226 -0.817349 -5.518472 -2.964 -0.266 1.945
H -2.735774 -0.404349 1.683528 -2.618 1.179 -1.997
H 1.485226 0.091651 -6.549472 0.399 -0.338 0.429
H -0.753774 2.651651 6.817528 -0.239 0.156 -0.259
H -5.419774 1.587651 -2.648472 -0.929 1.285 0.600
H 3.791226 -1.680349 5.673528 -2.674 -2.440 0.582
H 0.590226 4.584651 -0.331472 -1.752 0.661 0.657
```
Positions in Å, forces in eV/Å.

Properties
Frontier orbital gap, eV: 5.99
HOMO energy, eV: -8.594
SMILES string: O=C1C=C(O)C(=O)C=C1O.O=C1C=C(O)C(=O)C=C1O.O=C1C=C(O)C(=O)C=C1O.O=C1C=C(O)C(=O)C=C1O.CC(C)=O.CC(C)=O.CC(C)=O.CC(C)=O.CC(C)=O
Energy above the lowest of the compared OMol25 structures with the same formula, charge and spin, kJ/mol: 0.0

***

Molecular formula: C5H10N2O2
Method: DFT, wB97M-V/def2-TZVPD

Structure (XYZ):
```
19
Properties=species:S:1:pos:R:3:forces:R:3
O 2.537621 -0.783437 -0.221953 -0.693 -1.451 -0.990
O 0.308182 -0.715090 1.441116 0.845 -0.410 -0.858
N 1.273105 -0.426594 -0.696512 -0.083 -0.454 1.266
N -0.878790 -1.066036 -0.498985 -1.375 -1.186 0.098
C -1.826647 0.000049 -0.631109 -0.475 1.302 1.190
C -1.699474 1.255476 0.169931 0.785 1.403 0.953
C 3.210314 0.348375 0.167094 -1.528 2.250 0.029
C -2.202282 -1.121212 0.232775 0.528 -0.927 0.228
C 0.249390 -0.781164 0.231394 0.784 0.726 -0.318
H 4.170171 0.032351 0.459733 1.009 -0.324 1.264
H -1.203197 2.115734 -0.343079 -0.618 -0.646 0.171
H -2.861340 -1.895987 -0.217353 0.595 0.494 0.905
H -1.117240 1.105590 1.115185 -0.429 -0.072 -0.842
H 3.416038 0.989662 -0.704592 -0.368 0.228 0.166
H -2.134423 -0.923007 1.366498 -0.325 -0.582 -2.062
H 2.496924 0.859967 0.903384 1.822 -0.209 -0.558
H -2.205638 0.144677 -1.603791 -0.613 -0.116 -1.027
H 1.181732 -0.651413 -1.690757 -0.258 -0.324 0.788
H -2.714438 1.512061 0.521027 0.398 0.297 -0.405
```
Positions in Å, forces in eV/Å.

Properties
Frontier orbital gap, eV: 10.72
HOMO energy, eV: -9.740
SMILES string: CONC(=O)N1C[C@H]1C
Energy above the lowest of the compared OMol25 structures with the same formula, charge and spin, kJ/mol: 427.0

***

Molecular formula: C2H5O2S3
Method: DFT, wB97M-V/def2-TZVPD

Structure (XYZ):
```
12
Properties=species:S:1:pos:R:3:forces:R:3
S 2.473918 -1.205052 -0.851855 -1.662 0.097 -0.818
S 0.322565 0.210902 0.886418 0.009 -0.145 -0.666
S -3.281963 -0.784444 -0.716356 1.339 0.783 0.397
O -2.221240 0.516956 -0.724217 -2.864 -1.004 -0.455
O -4.034146 -0.809090 0.766994 -0.883 0.054 0.903
C 1.845381 0.272019 0.013614 0.332 -0.504 0.962
C 2.744136 1.233336 0.274770 -0.137 -0.652 -0.645
H 3.790920 1.180740 0.033902 0.184 0.045 -0.468
H -1.344550 0.292300 -0.378262 1.269 -0.522 0.756
H 1.281398 -1.469133 -1.577013 1.424 0.296 0.971
H -3.940532 -1.506750 1.473799 1.010 0.761 -1.667
H 2.364112 2.068217 0.798207 -0.021 0.792 0.729
```
Positions in Å, forces in eV/Å.

Properties
Charge: -1
Frontier orbital gap, eV: 6.53
HOMO energy, eV: -3.372
Energy above the lowest of the compared OMol25 structures with the same formula, charge and spin, kJ/mol: 49.4